(1)
Below is 12 unconnected molecules or ions with the total composition C44H125N11O2 in a non-equilibrium geometry, with properties calculated with wB97M-V/def2-TZVPD.

Structure (XYZ):
```
182
Properties=species:S:1:pos:R:3:forces:R:3
N -1.078 -2.835 3.635 0.4 -0.5 0.9
H -0.774 -2.448 4.526 -0.1 0.1 0.0
H -2.089 -2.920 3.636 0.0 0.2 -0.2
H -0.661 -3.817 3.560 -0.1 -0.4 -0.6
H -0.699 -2.254 2.849 -0.3 0.8 -0.9
N -1.465 4.131 -0.520 0.7 -0.4 -0.5
H -2.434 4.370 -0.832 0.2 0.2 0.0
H -1.202 4.290 0.445 -0.5 0.4 0.0
H -0.783 4.631 -1.129 0.3 0.1 0.1
H -1.324 3.084 -0.639 -0.5 -0.8 0.1
N -3.420 -0.199 1.214 0.5 -1.1 -0.3
H -3.713 0.004 2.161 -0.5 0.4 -0.3
H -2.957 0.563 0.687 0.5 0.8 -0.3
H -4.048 -0.788 0.584 -0.2 0.0 0.4
H -2.626 -0.856 1.332 0.8 0.2 0.1
N -0.077 1.092 3.405 -1.2 1.0 0.0
H -0.569 0.352 2.851 0.3 -1.0 -0.8
H -0.545 1.251 4.297 0.4 -0.4 0.2
H -0.261 1.968 2.910 0.4 -0.1 -0.3
H 0.961 0.955 3.496 0.4 0.4 0.3
O -1.569 1.419 -0.291 0.0 -1.0 0.5
C -0.285 0.855 -0.080 -0.1 1.4 0.8
C -0.062 -0.601 0.504 -1.0 0.0 -0.7
O -0.741 -1.022 1.664 -0.8 0.7 1.5
H 0.233 1.623 0.543 0.5 -0.4 0.6
H 0.305 0.964 -1.000 0.1 -0.8 -0.2
H 0.998 -0.801 0.688 0.2 0.4 -0.6
H -0.433 -1.241 -0.307 0.4 -0.2 -0.2
C -4.338 -0.667 -2.262 -1.0 0.1 -0.7
C -4.501 -2.104 -1.727 0.3 0.9 0.6
N -4.690 -2.175 -0.245 0.1 -0.5 -0.9
C -4.299 -3.561 0.139 -0.7 0.7 0.9
C -2.841 -3.949 -0.076 -0.4 -0.6 0.5
C -6.103 -1.999 0.164 1.0 0.4 0.7
C -6.649 -0.587 -0.036 -0.5 -1.2 -1.7
H -3.451 -0.540 -2.879 0.2 0.0 0.2
H -4.413 0.141 -1.538 0.5 -0.2 0.4
H -5.187 -0.420 -2.910 0.1 -0.2 -0.2
H -5.303 -2.626 -2.260 -0.1 0.0 0.2
H -3.589 -2.658 -1.918 0.0 0.1 -0.2
H -4.554 -3.652 1.203 0.3 0.1 0.1
H -5.053 -4.232 -0.295 0.5 -0.3 -0.5
H -2.131 -3.221 0.322 -0.1 0.3 -0.2
H -2.693 -4.849 0.529 0.1 -0.1 -0.1
H -2.593 -4.226 -1.098 0.1 0.2 0.0
H -6.098 -2.203 1.240 -0.3 -0.3 -0.1
H -6.673 -2.768 -0.369 -0.5 0.2 0.2
H -6.091 0.240 0.388 -0.1 -0.1 0.4
H -7.709 -0.613 0.214 0.1 0.4 0.5
H -6.662 -0.460 -1.120 0.0 0.5 0.0
C 1.502 -6.465 5.047 0.3 0.0 0.9
C 0.674 -5.275 4.626 -0.3 0.0 -0.4
N 0.016 -5.410 3.299 0.0 0.9 -0.2
C -1.017 -6.434 3.204 -0.8 0.2 0.7
C -2.188 -6.264 4.178 0.0 -0.8 0.7
C 0.946 -5.551 2.185 1.3 0.8 -1.1
C 1.767 -4.257 1.947 -0.6 0.0 -0.1
H 0.911 -7.369 5.186 0.0 0.0 -0.1
H 1.967 -6.227 6.008 -0.1 -0.1 0.1
H 2.347 -6.684 4.395 -0.2 0.1 -0.3
H -0.114 -5.009 5.336 -0.1 -0.6 0.2
H 1.272 -4.358 4.677 0.3 -0.1 -0.6
H -0.564 -7.423 3.327 -0.2 -0.1 0.0
H -1.499 -6.385 2.226 0.6 -0.1 -0.3
H -2.966 -5.538 3.932 0.3 0.2 -0.4
H -1.902 -6.090 5.217 0.2 0.0 -0.1
H -2.691 -7.234 4.206 -0.2 0.1 0.0
H 1.603 -6.427 2.224 0.1 0.0 0.6
H 0.447 -5.728 1.230 -0.7 0.1 0.3
H 2.275 -4.202 0.982 0.1 -0.6 0.0
H 1.048 -3.436 1.848 0.1 0.2 0.4
H 2.509 -4.042 2.715 -0.1 0.0 0.1
C 2.827 2.958 1.996 1.5 0.2 -0.6
C 3.444 1.760 2.720 -1.2 0.3 -0.1
N 2.709 1.456 3.969 -0.2 -1.0 0.1
C 2.802 2.524 4.939 0.8 1.2 1.2
C 2.147 2.284 6.303 -0.4 0.0 -0.7
C 3.240 0.204 4.542 0.4 -0.4 0.2
C 3.168 -1.028 3.635 0.2 0.1 -0.1
H 3.455 3.107 1.109 -0.2 -0.2 -0.2
H 2.980 3.909 2.505 -0.5 -0.1 0.3
H 1.811 2.818 1.628 -0.1 -0.1 0.3
H 3.330 0.896 2.065 0.1 0.0 0.0
H 4.516 1.899 2.874 0.0 0.1 0.3
H 3.841 2.765 5.225 0.3 -0.3 -0.5
H 2.462 3.486 4.553 -0.4 -0.3 -0.4
H 1.865 3.248 6.721 0.1 0.0 0.2
H 1.224 1.709 6.175 0.1 -0.1 0.3
H 2.842 1.790 6.977 -0.3 -0.2 0.1
H 2.817 -0.147 5.487 -0.8 0.9 0.0
H 4.279 0.391 4.851 0.2 -0.1 -0.3
H 2.314 -1.120 2.956 -0.2 0.5 0.1
H 3.084 -1.883 4.306 0.4 -0.2 -0.2
H 4.062 -1.078 3.013 0.0 -0.4 0.0
C -0.308 -2.878 -2.689 -1.4 -0.4 -0.9
C -0.489 -4.007 -3.746 0.7 0.2 0.8
N 0.764 -4.247 -4.442 -0.2 -0.6 0.2
C 0.612 -4.877 -5.765 0.3 1.3 0.4
C 0.280 -6.346 -5.812 0.1 -0.5 -0.1
C 1.793 -4.862 -3.603 0.4 0.5 0.2
C 3.176 -4.429 -4.073 0.6 0.4 -0.8
H -0.011 -3.254 -1.713 0.4 0.2 0.0
H -1.313 -2.456 -2.572 0.1 0.2 0.3
H 0.305 -2.079 -3.098 0.3 -0.1 0.2
H -0.870 -4.892 -3.213 -0.1 -0.2 -0.1
H -1.255 -3.723 -4.467 0.1 0.1 -0.1
H -0.152 -4.259 -6.242 0.0 -0.2 -0.3
H 1.557 -4.655 -6.268 -0.1 -0.2 -0.3
H 1.188 -6.951 -5.834 0.0 -0.1 0.2
H -0.323 -6.639 -4.951 -0.1 -0.1 -0.1
H -0.256 -6.599 -6.727 -0.1 0.1 0.1
H 1.748 -5.956 -3.553 -0.2 -0.1 -0.1
H 1.676 -4.502 -2.579 -0.2 0.0 0.0
H 3.987 -4.373 -3.345 -0.3 -0.4 0.4
H 3.121 -3.415 -4.480 -0.2 0.0 0.0
H 3.543 -5.050 -4.893 0.0 -0.1 0.0
C 6.247 2.546 -1.455 -0.3 -0.1 -0.5
C 5.850 1.077 -1.698 0.7 0.9 -0.2
N 5.680 0.390 -0.426 -0.5 0.0 0.0
C 4.927 -0.849 -0.562 -1.1 0.1 -0.7
C 3.439 -0.571 -0.742 -0.9 0.2 -0.2
C 6.913 0.193 0.328 -0.3 -0.5 0.7
C 6.709 0.575 1.797 -0.1 -0.3 -0.3
H 5.472 3.095 -0.917 0.0 -0.3 0.4
H 6.323 3.093 -2.398 0.3 -0.2 -0.1
H 7.201 2.615 -0.937 0.0 0.2 0.1
H 4.982 1.093 -2.358 -0.5 -0.3 0.6
H 6.607 0.588 -2.328 0.3 0.0 0.1
H 5.248 -1.431 -1.438 0.3 -0.1 0.0
H 4.976 -1.519 0.298 0.6 0.3 0.2
H 2.882 -1.424 -1.141 0.2 -0.2 0.2
H 2.939 -0.269 0.182 0.3 -0.1 0.2
H 3.185 0.233 -1.435 0.5 0.1 -0.2
H 7.763 0.790 0.001 -0.2 -0.1 -0.5
H 7.172 -0.867 0.229 0.4 0.1 0.1
H 5.839 0.098 2.253 0.0 -0.2 -0.2
H 6.519 1.649 1.813 0.3 0.0 0.3
H 7.576 0.271 2.386 0.1 0.4 0.1
C -4.329 3.780 -4.117 -0.2 0.6 -0.5
C -4.412 4.978 -3.160 -0.2 -0.1 0.4
N -3.972 4.733 -1.777 -0.1 0.0 0.8
C -4.379 5.848 -0.885 0.2 0.8 -0.5
C -3.745 7.185 -1.311 0.4 -0.5 0.2
C -4.474 3.456 -1.245 0.3 -0.6 0.6
C -5.985 3.149 -1.345 0.6 1.3 -0.6
H -5.014 4.000 -4.940 -0.1 -0.1 0.0
H -4.634 2.820 -3.709 0.0 0.1 0.2
H -3.365 3.673 -4.614 0.2 0.0 0.4
H -3.847 5.825 -3.550 0.1 -0.2 -0.1
H -5.444 5.336 -3.048 -0.1 -0.1 -0.6
H -4.069 5.579 0.126 -0.1 0.0 0.1
H -5.459 6.031 -0.898 -0.2 -0.4 0.1
H -3.833 8.007 -0.601 -0.5 -0.3 0.2
H -4.203 7.509 -2.243 0.3 0.1 -0.1
H -2.665 7.041 -1.406 0.0 0.1 -0.4
H -3.850 2.669 -1.674 -0.3 -0.1 -0.3
H -4.162 3.400 -0.194 -0.1 0.2 0.1
H -6.354 3.736 -2.189 -0.2 -0.4 -0.2
H -6.148 2.099 -1.555 -0.3 -0.1 0.2
H -6.555 3.550 -0.508 0.1 -0.5 0.3
C 1.539 6.328 0.350 -0.6 -0.7 -0.1
C 1.312 6.538 -1.148 -0.1 0.4 0.3
N 0.923 5.315 -1.867 -0.1 0.4 0.3
C 1.887 4.233 -1.693 0.6 -1.0 -0.4
C 1.577 3.038 -2.610 -0.6 -0.1 0.3
C 0.726 5.682 -3.290 0.0 0.4 0.2
C -0.679 5.396 -3.790 0.2 -1.0 -0.5
H 0.693 5.753 0.749 0.0 0.0 0.0
H 1.539 7.233 0.954 0.4 0.2 -0.3
H 2.413 5.709 0.551 0.2 0.3 0.0
H 0.505 7.257 -1.311 -0.1 0.0 0.2
H 2.173 7.011 -1.637 0.3 -0.2 0.2
H 2.930 4.567 -1.798 0.0 0.2 -0.4
H 1.904 3.794 -0.692 -0.6 0.5 0.3
H 2.095 2.138 -2.286 0.4 0.1 0.0
H 0.524 2.767 -2.477 -0.1 0.1 -0.1
H 1.728 3.178 -3.678 0.2 0.1 0.1
H 1.547 5.247 -3.862 -0.4 0.0 -0.4
H 0.821 6.763 -3.422 0.4 0.0 0.4
H -0.873 5.990 -4.684 -0.2 0.1 0.1
H -1.414 5.591 -3.009 0.0 0.3 -0.1
H -0.813 4.353 -4.097 0.0 0.0 0.2
```
Positions in Å, forces in eV/Å.

Output
HOMO-LUMO gap = 6.48 eV
Charge = +2
Relative energy (zero: lowest compared OMol25 entry of this formula, charge and spin) = 0.0000 eV
E_HOMO = -11.198 eV
Largest force on an atom = 2.2 eV Å⁻¹



(2)
Below is 15 unconnected molecules or ions with the total composition C44H125N7O23 in a non-equilibrium geometry, with properties calculated with wB97M-V/def2-TZVPD.

Structure (XYZ):
```
199
Properties=species:S:1:pos:R:3:forces:R:3
C -16.603 23.782 10.276 -1.5 1.1 0.9
C -16.109 23.195 11.643 1.6 -0.8 -0.9
C -16.872 23.715 12.813 -1.6 1.1 0.5
O -16.457 23.148 14.040 0.4 -0.4 0.4
C -17.350 23.354 15.148 0.0 2.3 -1.4
N -15.990 21.735 11.532 -0.3 -1.8 1.2
H -17.502 23.238 9.831 0.9 0.6 1.0
H -15.864 23.754 9.494 0.6 -0.1 0.0
H -16.894 24.889 10.437 0.3 -1.7 -0.4
H -15.062 23.484 11.864 -0.3 0.3 -0.6
H -17.962 23.545 12.660 0.3 0.0 0.1
H -16.726 24.833 12.789 -0.2 -0.8 0.4
H -16.896 23.260 16.136 0.5 0.1 -0.5
H -18.178 22.694 15.119 -0.9 -1.0 -0.2
H -17.788 24.383 14.981 0.4 -0.8 0.8
H -15.401 21.304 12.299 -0.7 1.2 -1.0
H -16.904 21.264 11.677 0.5 0.7 -0.3
C -13.995 23.856 5.388 1.2 0.3 -0.4
C -12.467 23.836 5.309 1.1 0.0 1.5
C -11.887 24.524 4.106 0.4 -0.5 -0.5
O -12.709 24.387 2.990 -1.0 -0.3 -0.4
C -12.130 24.751 1.780 -0.3 1.0 -0.9
N -11.674 24.469 6.444 -0.7 -1.0 -1.0
H -14.259 23.679 6.390 -0.5 -0.3 1.5
H -14.437 23.061 4.803 -0.1 0.1 -0.5
H -14.361 24.833 5.113 -0.4 0.3 -0.3
H -12.101 22.793 5.333 -0.4 0.2 -0.1
H -10.952 24.006 3.878 0.5 0.5 0.1
H -11.740 25.581 4.328 0.3 0.2 0.0
H -12.874 24.669 0.984 -0.1 -0.7 0.1
H -11.239 24.189 1.524 0.2 -0.4 0.0
H -11.888 25.819 1.675 0.3 0.1 0.7
H -11.871 24.037 7.332 -0.2 -0.3 0.2
H -11.832 25.455 6.524 -0.3 0.5 -0.1
C -22.666 21.937 7.048 1.4 0.4 0.4
C -21.751 21.195 6.113 -0.2 0.6 -0.6
C -20.724 22.184 5.526 -0.2 -0.3 0.7
O -21.154 23.253 4.671 -0.2 -0.9 0.8
C -21.492 22.758 3.379 0.4 -0.7 0.8
N -21.078 20.012 6.707 -0.3 0.7 -0.6
H -23.387 21.256 7.390 -1.2 -0.7 0.8
H -23.130 22.785 6.546 0.1 0.0 0.0
H -22.034 22.318 7.889 -0.7 -0.2 -0.4
H -22.323 20.766 5.298 -0.3 0.1 -0.3
H -20.083 21.449 5.076 1.1 0.4 -1.1
H -20.178 22.623 6.373 -0.1 0.2 -0.2
H -22.516 22.357 3.286 0.4 0.0 0.2
H -20.709 22.023 3.214 -0.3 -0.7 -0.8
H -21.350 23.522 2.660 0.0 1.0 -0.6
H -20.437 20.334 7.423 0.3 -0.1 -0.1
H -20.544 19.560 5.945 -0.2 0.2 0.8
C -16.149 16.427 3.205 -1.4 -1.7 0.1
C -16.532 17.865 3.066 1.0 1.2 0.9
C -16.963 18.160 1.661 -0.7 -0.6 -1.0
O -16.095 17.474 0.766 -0.3 0.1 0.0
C -16.453 17.676 -0.598 0.3 0.4 0.6
N -17.518 18.416 4.020 0.5 0.1 -0.1
H -15.188 16.200 2.725 -0.4 0.1 0.1
H -16.967 15.818 2.733 0.8 0.2 0.2
H -16.138 16.110 4.258 0.3 0.2 -0.1
H -15.595 18.395 3.311 -0.4 0.3 -0.4
H -16.987 19.223 1.389 -0.1 0.0 0.3
H -18.003 17.732 1.558 0.6 0.4 -0.1
H -16.266 18.722 -0.844 -0.4 0.2 0.0
H -17.531 17.424 -0.774 1.0 -0.1 -0.1
H -15.698 17.143 -1.186 -0.7 -0.4 0.0
H -17.347 18.047 4.940 0.5 0.0 0.4
H -18.466 18.140 3.880 -0.8 -0.5 -0.7
C -10.221 19.883 6.338 -1.6 -1.9 0.0
C -10.113 19.298 4.912 0.1 0.2 0.3
C -11.414 18.754 4.333 0.7 2.5 -1.0
O -12.045 17.854 5.120 -0.4 -2.1 0.7
C -13.203 17.324 4.497 0.0 1.0 -0.9
N -9.732 20.368 3.967 0.5 -0.6 0.1
H -9.327 20.336 6.639 1.3 1.1 0.2
H -10.405 19.143 7.131 0.0 -0.3 -0.4
H -11.094 20.530 6.440 0.2 0.5 -0.3
H -9.351 18.513 4.860 0.0 0.1 0.1
H -11.155 18.465 3.252 -0.8 0.0 1.4
H -12.064 19.662 4.355 0.1 -0.1 -0.9
H -13.950 18.150 4.316 0.4 -0.7 0.7
H -13.580 16.522 5.141 -0.1 0.3 -0.4
H -12.948 17.033 3.448 -0.1 -0.5 0.8
H -8.726 20.496 4.047 -0.3 0.3 -0.1
H -10.194 21.209 4.284 0.1 0.3 -0.1
C -15.148 20.323 5.836 -1.2 1.1 0.0
C -16.146 20.818 6.921 1.1 -1.3 0.4
C -17.384 19.948 7.155 -0.8 0.1 0.4
O -17.100 18.719 7.745 1.0 -1.1 0.8
C -18.166 17.762 7.716 1.2 0.4 0.2
N -15.420 21.034 8.236 -0.9 0.3 -1.6
H -14.531 19.595 6.238 1.1 -1.9 0.7
H -14.447 21.091 5.515 -0.2 0.4 0.2
H -15.640 19.953 4.933 -0.1 -0.1 0.3
H -16.506 21.728 6.544 -0.7 1.6 -0.2
H -17.951 19.720 6.258 -0.1 0.6 -0.6
H -18.071 20.427 7.888 0.3 0.5 -0.7
H -19.009 18.024 8.321 -0.7 0.6 0.3
H -17.771 16.862 8.163 0.2 -0.4 -0.2
H -18.439 17.621 6.692 -0.6 -0.4 -0.6
H -16.147 21.232 8.908 -0.2 0.6 0.5
H -15.161 20.111 8.521 0.6 -0.9 0.1
C -15.980 21.052 -2.671 1.9 -1.0 0.2
C -15.497 22.334 -2.061 0.0 -0.3 0.2
C -14.422 21.981 -1.019 0.0 0.2 -1.4
O -15.035 21.380 0.081 0.9 -0.6 1.0
C -14.053 21.160 1.135 -0.3 -0.1 -0.9
N -14.888 23.116 -3.112 0.9 1.2 0.9
H -16.892 21.196 -3.169 -1.4 -0.2 -0.7
H -16.027 20.355 -1.841 -0.7 -0.3 -0.2
H -15.205 20.637 -3.380 -0.8 0.6 0.6
H -16.367 22.855 -1.602 0.5 -0.3 0.2
H -13.894 22.894 -0.733 0.2 0.1 0.2
H -13.692 21.297 -1.557 -0.5 0.6 0.8
H -14.459 20.428 1.830 -0.2 0.1 0.1
H -13.856 22.124 1.634 0.2 -0.4 -0.1
H -13.127 20.701 0.714 -0.5 0.5 0.2
H -14.661 24.032 -2.697 -0.1 -0.4 -0.7
H -15.564 23.262 -3.831 -0.4 0.3 -0.6
C -15.523 13.454 8.471 1.0 0.7 -0.3
C -16.843 13.301 9.141 -1.6 -0.7 0.5
O -17.619 14.483 9.167 -0.1 0.7 0.2
O -14.492 12.864 9.244 0.3 -0.1 -0.2
H -15.265 14.485 8.460 0.0 1.2 -0.1
H -15.447 13.136 7.411 -0.4 -0.2 0.5
H -16.740 12.852 10.171 0.2 0.5 -0.9
H -17.484 12.645 8.554 0.0 -0.5 0.1
H -17.143 15.218 9.605 0.3 -0.5 0.0
H -14.545 11.962 8.960 0.6 -1.1 0.3
C -11.018 21.632 10.436 -0.6 0.7 2.1
C -12.458 21.419 10.058 -0.5 -0.7 -1.1
O -12.732 22.117 8.849 0.0 0.6 -0.4
O -10.816 22.881 11.149 0.2 -1.8 0.8
H -10.404 21.684 9.553 0.4 -0.7 -0.4
H -10.784 20.832 11.184 0.4 0.6 -0.9
H -13.184 21.728 10.827 0.5 -0.2 0.1
H -12.520 20.324 9.880 -0.4 0.3 0.1
H -13.669 22.056 8.550 0.4 -0.5 0.6
H -11.001 23.536 10.517 -0.4 1.6 -1.2
C -16.815 21.970 3.121 0.9 -0.8 0.2
C -16.965 23.453 3.322 -0.6 -0.4 1.5
O -18.213 23.837 2.825 -0.4 0.7 -0.4
O -17.902 21.353 3.771 -1.0 2.2 0.0
H -15.888 21.567 3.603 -0.3 0.6 -0.7
H -16.800 21.774 2.014 0.0 0.0 0.9
H -16.267 23.916 2.692 1.4 1.0 -0.5
H -16.874 23.783 4.411 0.2 -0.5 -1.2
H -18.858 23.376 3.351 -0.6 -0.3 0.3
H -17.787 20.432 3.842 0.5 -2.3 0.1
C -12.756 16.301 8.350 1.1 -1.6 1.2
C -13.495 17.509 8.101 -1.5 1.7 -0.7
O -14.718 17.167 7.471 -0.7 -0.4 -0.5
O -13.178 15.732 9.639 0.5 0.8 -0.7
H -11.684 16.546 8.323 -0.1 -0.4 0.4
H -12.980 15.574 7.586 0.1 -0.3 -0.4
H -12.931 18.169 7.442 0.2 0.1 -0.1
H -13.677 18.022 9.027 0.0 0.3 0.6
H -15.506 17.683 7.717 0.6 0.2 0.2
H -12.904 14.819 9.660 0.1 -0.6 0.0
C -22.583 16.524 8.009 -0.1 0.0 -0.8
C -23.273 17.170 9.202 -0.1 -0.8 0.4
O -24.031 18.253 8.664 -0.2 1.1 0.3
O -21.430 17.302 7.699 0.1 -1.0 -0.3
H -23.245 16.400 7.090 0.5 0.3 1.2
H -22.085 15.607 8.218 -0.5 -1.3 0.6
H -22.422 17.447 9.877 -1.0 0.1 -0.3
H -23.947 16.452 9.728 0.5 0.4 -0.3
H -24.385 18.932 9.290 0.8 -1.3 -0.4
H -21.768 18.170 7.708 -0.2 2.4 -0.6
C -16.051 17.047 11.546 1.9 -0.1 0.3
C -16.116 18.524 11.183 -1.5 -0.2 -0.7
O -14.950 19.034 10.639 1.5 -0.6 -0.4
O -15.711 16.176 10.469 -1.5 0.5 0.1
H -17.022 16.719 11.877 -0.4 0.1 0.4
H -15.309 16.925 12.363 -0.4 -0.1 -0.2
H -16.391 19.133 12.045 -0.4 -0.3 0.3
H -16.924 18.561 10.432 -0.1 0.4 0.1
H -14.987 19.988 10.527 -0.4 0.3 0.3
H -14.777 15.977 10.382 0.8 0.3 -0.1
C -20.868 19.804 10.272 0.5 2.4 0.0
C -19.545 20.571 10.042 -1.6 0.3 -0.9
O -19.115 21.305 11.154 -0.3 1.5 1.5
O -20.716 18.805 11.207 -0.1 -1.1 0.8
H -21.199 19.405 9.326 -0.1 -0.5 -0.2
H -21.648 20.591 10.550 0.7 -0.8 0.0
H -19.680 21.187 9.148 -0.2 0.5 0.1
H -18.747 19.913 9.742 0.4 -0.6 0.5
H -19.667 22.105 11.441 0.8 -2.0 -1.2
H -20.091 19.056 11.902 -0.2 0.2 -0.3
C -18.994 14.687 5.998 -1.1 -0.6 0.0
C -20.006 15.280 5.076 -1.6 -0.6 -0.8
O -20.225 16.652 5.265 -0.3 0.6 0.2
O -19.664 14.527 7.228 -0.6 -0.2 0.3
H -18.228 15.439 6.066 1.1 -0.2 0.1
H -18.737 13.699 5.543 0.5 0.6 0.5
H -20.965 14.683 5.148 0.8 0.6 0.1
H -19.713 15.175 4.041 0.4 -0.1 -0.4
H -20.812 16.805 6.032 0.4 -0.1 0.0
H -19.097 14.501 8.008 0.6 0.1 -0.1
```
Positions in Å, forces in eV/Å.

Output
HOMO-LUMO gap = 9.32 eV
Relative energy (zero: lowest compared OMol25 entry of this formula, charge and spin) = 1.4750 eV
E_HOMO = -9.211 eV
Largest force on an atom = 2.8 eV Å⁻¹